Record 1
ORCA calculation (ωB97M-V with the def2-TZVPD basis set) on a molecular structure, C15H37F3InN2O5S.

CARTESIAN COORDINATES (ANGSTROEM)
O (5.180, 0.770, 0.946)
C (4.419, -0.361, 1.478)
C (2.881, 0.009, 1.279)
In (1.412, -1.630, 1.791)
S (-0.926, -0.844, 1.257)
C (4.895, -1.621, 0.630)
F (4.443, -2.842, 1.095)
F (4.631, -1.444, -0.743)
F (6.309, -1.672, 0.741)
H (4.771, 1.026, 0.094)
H (4.728, -0.418, 2.571)
H (2.655, 0.410, 0.230)
H (2.691, 0.893, 1.981)
H (1.739, -3.081, 0.789)
H (1.405, -2.053, 3.559)
H (-1.053, -1.045, -0.118)
C (-4.168, 4.487, 1.074)
O (-3.120, 5.403, 1.346)
C (-3.279, 6.126, 2.565)
C (-2.334, 5.612, 3.650)
N (-2.723, 4.283, 4.124)
C (-1.694, 3.577, 4.895)
C (-0.313, 3.357, 4.256)
O (-0.290, 2.416, 3.197)
C (-0.774, 2.910, 1.956)
H (-4.102, 4.207, 0.022)
H (-4.064, 3.575, 1.666)
H (-5.151, 4.934, 1.254)
H (-4.320, 6.132, 2.907)
H (-3.002, 7.161, 2.345)
H (-2.339, 6.305, 4.497)
H (-1.326, 5.603, 3.225)
H (-2.970, 3.705, 3.332)
H (-2.108, 2.593, 5.131)
H (-1.562, 4.099, 5.849)
H (0.329, 2.928, 5.034)
H (0.174, 4.292, 3.957)
H (-0.494, 3.954, 1.788)
H (-1.855, 2.781, 1.905)
H (-0.343, 2.305, 1.157)
C (2.535, -4.940, -3.634)
O (1.992, -4.111, -4.650)
C (0.960, -4.728, -5.417)
C (-0.417, -4.184, -5.040)
N (-0.829, -4.629, -3.708)
C (-1.954, -3.886, -3.131)
C (-1.838, -2.359, -2.998)
O (-0.921, -1.917, -2.012)
C (0.443, -1.979, -2.404)
H (3.477, -4.496, -3.308)
H (1.876, -4.989, -2.764)
H (2.737, -5.951, -4.002)
H (0.995, -5.821, -5.351)
H (1.151, -4.457, -6.459)
H (-1.157, -4.525, -5.771)
H (-0.362, -3.093, -5.096)
H (-0.046, -4.551, -3.073)
H (-2.108, -4.293, -2.127)
H (-2.854, -4.123, -3.708)
H (-2.817, -1.997, -2.663)
H (-1.653, -1.859, -3.955)
H (0.584, -1.725, -3.458)
H (0.844, -2.968, -2.183)
H (1.007, -1.265, -1.802)

As for the HOMO-LUMO gap: 0.263 Ha. The total energy is -53531.68726 eV. For the strongest force on any atom, the calculation gives 2.65 eV/Å. As for the HOMO energy: -0.164 Eh. As for the charge: -1. Its LUMO energy is 2.6768 eV.

=====

Record 2
ORCA calculation (ωB97M-V with the def2-TZVPD basis set) on 2 unconnected molecules or ions with the total composition C15H38BN2O6.

CARTESIAN COORDINATES (ANGSTROEM)
C (-0.057, -2.805, -2.232)
N (0.603, -2.135, -3.358)
C (2.067, -2.147, -3.306)
B (-0.009, -0.951, -3.870)
O (-0.568, -0.867, -5.096)
N (-0.002, 0.432, -3.135)
C (-1.187, 1.317, -3.458)
C (-2.566, 0.718, -3.257)
C (-2.926, 0.333, -1.837)
O (-2.478, 1.358, -0.963)
C (0.365, 0.344, -1.678)
C (0.708, 1.685, -1.065)
C (1.887, 2.442, -1.697)
C (3.129, 1.625, -2.050)
O (3.968, 2.339, -2.953)
H (0.554, -2.739, -1.328)
H (-0.200, -3.865, -2.436)
H (-1.020, -2.354, -1.991)
H (2.472, -3.093, -3.653)
H (2.471, -1.361, -3.946)
H (2.430, -1.944, -2.295)
H (-1.153, -1.616, -5.260)
H (0.797, 0.925, -3.549)
H (-1.110, 2.246, -2.906)
H (-1.086, 1.569, -4.510)
H (-2.774, -0.123, -3.916)
H (-3.258, 1.501, -3.571)
H (-2.453, -0.620, -1.572)
H (-3.999, 0.161, -1.750)
H (-2.512, 0.995, -0.073)
H (-0.425, -0.134, -1.111)
H (1.234, -0.303, -1.604)
H (0.922, 1.502, -0.012)
H (-0.155, 2.345, -1.071)
H (2.198, 3.189, -0.971)
H (1.592, 2.987, -2.597)
H (3.734, 1.428, -1.169)
H (2.888, 0.654, -2.498)
H (3.646, 2.200, -3.843)
C (1.089, 2.465, 4.652)
O (0.194, 1.389, 4.817)
C (-1.068, 1.630, 4.228)
C (-1.760, 0.331, 3.888)
O (-1.259, -0.308, 2.717)
C (-0.003, -0.966, 2.830)
C (-0.044, -2.259, 3.612)
O (-0.056, -1.999, 4.997)
C (-0.547, -3.088, 5.750)
H (0.717, 3.374, 5.137)
H (2.032, 2.181, 5.113)
H (1.264, 2.673, 3.589)
H (-0.956, 2.232, 3.317)
H (-1.695, 2.185, 4.939)
H (-2.801, 0.566, 3.657)
H (-1.754, -0.350, 4.740)
H (0.760, -0.296, 3.231)
H (0.275, -1.216, 1.801)
H (0.850, -2.851, 3.365)
H (-0.935, -2.831, 3.320)
H (-1.571, -3.343, 5.453)
H (-0.550, -2.787, 6.795)
H (0.091, -3.971, 5.636)

As for the HOMO-LUMO gap: 0.317 Ha. The total energy is -32106.52827 eV. For the strongest force on any atom, the calculation gives 1.14 eV/Å. As for the HOMO energy: -0.419 Eh. As for the charge: +1. Its LUMO energy is -2.7731 eV.

=====

Record 3
ORCA calculation (ωB97M-V with the def2-TZVPD basis set) on a molecular structure, C15H38BaNO10P2.

CARTESIAN COORDINATES (ANGSTROEM)
Ba (4.311, 9.206, 13.403)
O (5.627, 9.872, 11.294)
H (5.765, 10.214, 10.389)
C (2.104, 8.783, 10.114)
O (2.663, 8.343, 11.079)
N (2.558, 9.209, 8.941)
C (1.644, 9.884, 8.062)
C (3.986, 9.123, 8.681)
H (1.005, 8.800, 10.054)
H (0.642, 9.465, 7.975)
H (2.087, 9.701, 7.083)
H (1.671, 10.960, 8.234)
H (4.499, 9.957, 9.160)
H (4.406, 8.230, 9.144)
H (4.231, 9.182, 7.621)
C (7.912, 14.091, 12.073)
C (6.859, 13.417, 13.018)
O (7.607, 12.955, 14.123)
P (7.325, 11.534, 14.870)
O (5.965, 10.945, 14.689)
O (7.776, 11.928, 16.379)
C (7.812, 10.893, 17.355)
C (7.269, 11.289, 18.745)
O (8.587, 10.635, 14.454)
C (8.417, 9.721, 13.398)
C (9.592, 9.823, 12.288)
H (8.735, 13.377, 12.015)
H (7.668, 14.399, 11.057)
H (8.323, 14.960, 12.587)
H (6.254, 14.199, 13.477)
H (6.184, 12.648, 12.640)
H (7.271, 10.070, 16.889)
H (8.896, 10.787, 17.407)
H (6.779, 12.263, 18.752)
H (6.327, 10.764, 18.896)
H (7.870, 10.979, 19.600)
H (8.494, 8.724, 13.833)
H (7.470, 9.795, 12.864)
H (9.607, 10.821, 11.849)
H (10.554, 9.959, 12.780)
H (9.479, 9.050, 11.528)
C (7.221, 7.995, 8.469)
C (8.301, 6.990, 8.190)
O (8.281, 6.060, 9.214)
P (8.491, 4.454, 8.924)
O (7.425, 3.996, 8.006)
O (8.565, 3.779, 10.403)
C (8.410, 2.324, 10.617)
C (8.771, 1.875, 12.032)
O (10.011, 4.506, 8.400)
C (11.078, 4.615, 9.338)
C (11.169, 5.949, 9.897)
H (7.481, 8.526, 9.385)
H (7.073, 8.653, 7.612)
H (6.228, 7.548, 8.512)
H (8.019, 6.485, 7.266)
H (9.261, 7.496, 8.091)
H (7.352, 2.077, 10.530)
H (9.025, 1.844, 9.856)
H (9.808, 2.203, 12.097)
H (8.143, 2.378, 12.767)
H (8.856, 0.819, 12.290)
H (10.899, 3.904, 10.145)
H (11.993, 4.265, 8.862)
H (10.277, 6.112, 10.502)
H (12.048, 6.182, 10.498)
H (11.142, 6.826, 9.251)

As for the HOMO-LUMO gap: 0.292 Ha. The total energy is -57406.93512 eV. For the strongest force on any atom, the calculation gives 3.85 eV/Å. As for the HOMO energy: -0.426 Eh. As for the charge: +1. Its LUMO energy is -3.6384 eV.

=====

- Among the records above, which one has the highest strongest force on any atom?
  C15H38BaNO10P2